The following is a quantum chemistry calculation of 10 unconnected molecules or ions with the total composition C50H118N2O18 at a distorted geometry, from the Open Molecules 2025 dataset.

XYZ file:
```
188
Properties=species:S:1:pos:R:3
O -4.97504 3.32282 2.96115
O -8.86870 -2.99255 1.27915
O 0.43063 -2.88147 -1.76768
O -1.13321 7.89308 -1.08850
O 6.12729 -2.17134 -2.76176
O -0.15875 -0.58543 -0.11214
O -7.98716 -0.48651 -0.03665
O 4.78587 -8.67319 2.60322
O 0.49211 5.82364 3.12707
O -5.75529 1.41114 5.01317
O -2.05086 -1.42436 -7.30852
O -4.99560 -0.18680 -7.66937
O 1.74898 7.60860 6.03666
O 3.96379 -7.62232 -5.97461
O 6.87830 -7.36315 -6.25961
O 3.48154 -9.99879 0.07196
O 3.47364 1.02527 6.25637
O 5.06944 -1.58224 -5.41678
N 3.28953 -0.23999 6.82906
N -2.41406 7.78340 -1.58111
C 4.50663 -1.59213 5.33333
C 1.00008 -4.15062 -1.83784
C 4.58815 -6.46055 -6.49046
C -6.59665 1.87480 3.96938
C -6.28243 3.32854 3.52668
C 6.27118 -2.28594 -1.36528
C 6.33242 -0.91663 -3.40651
C -4.12168 6.65041 -3.03598
C -1.33510 -1.29477 -0.12407
C 3.32309 0.66953 9.10417
C -2.80836 10.15802 -2.48969
C 8.22070 -7.13704 -5.89317
C 2.10231 -0.92844 4.75408
C 6.01001 -6.25447 -5.91489
C 4.66518 -10.36377 0.85816
C -3.14183 9.62251 0.00289
C 3.87975 -7.66889 2.26536
C -3.12980 -1.67308 -8.21177
C -4.66368 8.69706 -1.69021
C 3.77516 -9.30436 -1.19989
C -1.84785 7.23889 -3.97441
C 1.33813 -1.82770 -1.63566
C -3.89391 -0.33225 -8.54585
C -4.46598 0.86463 4.79671
C 2.73008 -2.69702 6.50951
C 2.53827 -0.21729 8.12941
C 0.56404 6.72544 4.22998
C 2.83510 -8.00558 -6.77793
C 2.75101 7.69280 6.98084
C -7.62017 -1.74249 -0.55288
C -7.42043 0.57374 -0.77577
C 0.56635 -0.55164 -1.32965
C 1.81114 -2.62273 7.77333
C -4.97899 7.90855 -3.00878
C 5.45796 -9.24104 1.42790
C 1.04863 0.37913 8.05222
C -3.22232 9.05507 -1.42625
C -4.67521 0.08372 -6.31701
C -2.11273 5.39237 -2.31777
C -1.73001 -2.63360 -6.65408
C 0.14205 4.39330 3.35499
C -4.64901 4.66687 2.54381
C 2.41145 -1.57543 8.77174
C 1.76216 6.51394 5.12067
C -2.60596 6.82784 -2.68939
C 6.28671 -0.99669 -4.97882
C 4.94289 -1.78955 -6.79580
C -9.42595 -2.02141 2.20151
C 3.12846 -1.35601 5.86445
C -7.63584 -2.77126 0.64668
H -1.35015 -3.38840 -7.34261
H 4.69991 -2.37633 4.60136
H 1.02300 3.91630 3.78453
H -6.33526 0.64182 -0.69915
H -3.49009 11.00824 -2.51091
H 4.40813 0.59084 9.03649
H 5.68229 -1.52496 -0.85322
H 1.86443 -1.69010 -2.58021
H 0.33095 -5.01057 -1.80846
H -2.62539 5.08323 -1.40687
H 1.89101 -1.43875 9.71966
H -4.53867 5.80696 -2.48570
H -3.68891 1.59401 4.56807
H -4.19314 -0.24151 -9.59004
H -7.60490 1.84335 4.38235
H 1.04488 1.44110 7.80663
H 2.03411 -1.76806 4.06235
H 5.54389 -0.22610 -3.10737
H 3.02202 0.40046 10.11663
H -3.44216 8.97523 0.82687
H 0.38819 0.17596 8.89521
H -7.05881 3.70279 2.85939
H 4.54179 -9.74349 -1.83826
H -7.85344 1.54530 -0.53770
H 2.59445 6.98518 7.79501
H -1.04823 5.34984 -2.08728
H -0.09291 3.82610 2.45434
H -1.64077 -1.66116 -1.10408
H -1.07148 7.47209 -0.22794
H -3.86128 -2.40931 -7.87859
H 5.30055 -10.95836 0.20175
H 1.69591 -4.21603 -2.67428
H -4.43767 0.13145 3.99064
H -2.58724 -2.03377 -9.08563
H 5.76722 -2.37428 -7.20406
H -6.48899 1.16315 3.15080
H -5.25641 8.33829 -0.84874
H -4.13345 0.35432 5.70065
H 8.46856 -6.82316 -4.87920
H 2.48249 -8.98595 -6.45755
H -6.93533 -2.39783 1.39363
H -1.07698 -2.44695 -5.80155
H 1.35632 0.19683 -1.26760
H -7.23501 -3.71018 0.26477
H 2.07537 -3.25320 5.83859
H 6.01436 -3.26576 -0.96268
H 7.15256 -1.57991 -5.29228
H 0.61591 7.69578 3.73618
H -4.31775 6.31231 -4.05349
H 5.91271 -6.09379 -4.84120
H 2.72448 8.68074 7.44060
H 2.93916 -8.14691 1.99170
H -5.20257 9.59199 -2.00133
H -4.35486 1.11272 -6.15374
H -1.80669 10.54795 -2.30883
H -6.10394 3.94756 4.40591
H 1.11155 -0.66919 5.12727
H 1.70518 -4.15087 -1.00662
H -4.94275 4.82087 1.50550
H -3.23584 0.48187 -8.24211
H 7.33563 -0.55134 -3.18688
H 0.81565 -2.40070 7.38888
H -5.57844 -0.08368 -5.73027
H -3.72932 10.53271 -0.11746
H 4.60481 -6.52283 -7.57856
H -3.56681 4.76135 2.63346
H 5.22589 -1.66840 6.14877
H -2.44236 7.93025 -4.57163
H 3.92273 -5.63054 -6.25295
H -2.09175 9.83016 0.20855
H -2.58089 -3.11873 -6.17579
H 6.50740 0.00071 -5.35905
H 4.06283 -2.38673 -7.03447
H 1.70804 5.51236 5.54732
H 4.88052 -0.85078 -7.34619
H -0.90316 7.67961 -3.65590
H -4.71041 8.50584 -3.88011
H 4.41852 -11.09075 1.63196
H -6.65779 -1.59192 -1.04203
H 1.89243 -3.64112 8.15330
H -2.20096 4.60934 -3.07088
H -5.20054 5.44496 3.07153
H -1.56973 6.44994 -4.67319
H -10.25905 -2.54385 2.67171
H -0.08830 -0.35904 -2.17962
H -7.66206 0.36130 -1.81720
H -6.04618 7.68709 -2.99584
H 6.42277 -5.36859 -6.39754
H 3.66277 -7.11565 3.17911
H 6.28724 -9.77848 1.88783
H 4.29007 1.36458 6.63043
H 3.19199 1.73640 8.92334
H 3.44853 -1.89282 8.88047
H 1.95420 -7.37689 -6.64807
H 8.56882 -6.28626 -6.47891
H 2.03492 -2.03664 -0.82392
H 2.81498 -9.23385 -1.71095
H 0.55764 -0.06110 7.18433
H -2.22063 -0.80077 0.27581
H 7.27502 -2.03448 -1.02299
H 4.11219 -6.92180 1.50646
H -2.69018 9.70163 -3.47247
H 4.77111 -0.70393 4.75953
H 3.53490 -3.39593 6.73729
H 4.09755 -8.29533 -0.94291
H 5.87975 -8.51028 0.73784
H 2.35400 -0.00631 4.23023
H -8.67367 -1.78216 2.95313
H -8.27901 -2.21108 -1.28394
H -3.91102 -0.52951 -5.83946
H -0.64300 4.25425 4.09827
H 8.78948 -8.05942 -6.01063
H 2.65125 6.69367 4.51627
H 3.72620 7.48286 6.54150
H -0.37999 6.75652 4.77398
H -1.29047 -2.09527 0.61437
H -9.84673 -1.11299 1.77045
H 3.01457 -7.96023 -7.85210
```

## Properties
Maximum force in eV/Å: 3.0
E_tot in eV: -93580.9850
Structure (SMILES): CC1(C)CCCC(C)(C)N1O.CC1(C)CCCC(C)(C)N1O.COCCOC.COCCOC.COCCOC.COCCOC.COCCOC.COCCOC.COCCOC.COCCOC
Orbital gap in eV: 8.157

Atom charges from the Mulliken analysis, given in e for atoms 1 to 99:
1 O -0.256
2 O -0.367
3 O -0.265
4 O -0.497
5 O -0.202
6 O -0.388
7 O -0.231
8 O -0.366
9 O -0.365
10 O -0.412
11 O -0.317
12 O -0.415
13 O -0.328
14 O -0.269
15 O -0.336
16 O -0.376
17 O -0.467
18 O -0.184
19 N 0.400
20 N 0.514
21 C -2.027
22 C -0.745
23 C -0.636
24 C -0.397
25 C -0.452
26 C -0.790
27 C -0.548
28 C -1.068
29 C -0.585
30 C -1.889
31 C -1.580
32 C -0.755
33 C -1.758
34 C -0.338
35 C -0.600
36 C -1.800
37 C -0.598
38 C -0.591
39 C -1.143
40 C -0.631
41 C -1.904
42 C -0.408
43 C -0.476
44 C -0.526
45 C -1.253
46 C 1.440
47 C -0.524
48 C -0.771
49 C -0.695
50 C -0.389
51 C -0.846
52 C -0.674
53 C -0.822
54 C -0.848
55 C -0.388
56 C -1.547
57 C 1.362
58 C -0.564
59 C -1.981
60 C -0.735
61 C -0.742
62 C -0.707
63 C -1.247
64 C -0.208
65 C 1.630
66 C -0.612
67 C -0.819
68 C -0.556
69 C 1.715
70 C -0.620
71 H 0.319
72 H 0.361
73 H 0.284
74 H 0.310
75 H 0.399
76 H 0.409
77 H 0.303
78 H 0.345
79 H 0.244
80 H 0.439
81 H 0.553
82 H 0.470
83 H 0.185
84 H 0.326
85 H 0.310
86 H 0.331
87 H 0.493
88 H 0.325
89 H 0.419
90 H 0.330
91 H 0.333
92 H 0.346
93 H 0.309
94 H 0.236
95 H 0.265
96 H 0.409
97 H 0.275
98 H 0.239
99 H 0.322

The following is a quantum chemistry calculation of 12 unconnected molecules or ions with the total composition C50H121N3O16 at a distorted geometry, from the Open Molecules 2025 dataset.

XYZ file:
```
190
Properties=species:S:1:pos:R:3
O 17.20576 14.76088 13.72094
O 17.32064 20.27054 16.63166
O 12.94936 13.66600 11.70569
O 22.71320 12.76878 12.49014
O 17.61711 16.47340 16.05821
O 18.69118 18.54624 18.23263
O 19.51719 14.86536 11.66917
O 20.44582 10.56908 16.81815
O 21.10076 16.21026 9.43411
O 14.76376 20.28786 15.34178
O 23.04646 11.61952 8.68722
O 15.70544 13.24438 12.09047
O 21.29322 16.91664 6.63334
O 21.72158 18.17071 17.90280
O 21.84254 20.80445 9.84901
O 15.63938 16.64281 7.72260
N 12.20112 14.65434 12.37339
N 22.80656 10.60622 9.55697
N 23.91480 13.42956 12.75262
C 21.90804 15.71022 7.15522
C 20.73618 20.57280 10.59643
C 24.50874 13.05030 14.05934
C 23.75124 13.73558 15.24920
C 17.08960 15.03558 8.93240
C 26.30354 14.89638 13.50816
C 17.78308 15.88808 12.97239
C 18.24028 16.19061 17.30244
C 10.10824 13.58548 11.76787
C 25.18062 10.61778 10.30275
C 20.74506 18.02366 15.67515
C 15.64994 19.23304 15.13928
C 19.30134 15.79970 12.63926
C 17.13292 19.70142 15.32521
C 21.95500 18.47027 16.55720
C 20.68158 11.20180 15.61954
C 23.67468 8.70298 10.87154
C 23.16278 15.83404 12.74397
C 17.65605 11.92946 11.87378
C 20.45622 11.24968 9.90731
C 25.59724 15.10092 12.20404
C 10.93674 14.11784 12.96986
C 19.58462 19.96752 9.78235
C 10.07093 15.27292 13.51732
C 26.01756 13.48084 14.02392
C 20.11498 10.34897 14.45394
C 13.74914 14.84174 14.44114
C 24.06670 14.72830 12.08248
C 12.09496 16.63844 13.83481
C 21.02974 15.26482 8.36010
C 17.61558 17.46357 8.69591
C 20.10064 12.61224 15.74905
C 24.63554 11.51834 14.33666
C 16.16438 11.90110 12.17919
C 11.08290 12.98082 14.04333
C 23.16856 17.70832 16.12806
C 17.86658 17.36394 18.27695
C 13.00222 15.49324 13.29570
C 21.43498 10.09932 9.57427
C 23.97764 9.74892 9.73040
C 15.88906 11.39696 13.57200
C 16.49056 16.50324 8.83971
C 21.22436 8.98114 10.68265
C 23.73380 14.61434 10.62567
C 24.39804 8.99004 8.43726
C 22.29344 7.94560 10.73075
C 21.10316 19.65414 11.78421
C 10.83704 16.17422 14.53263
C 14.05724 16.16328 12.40348
C 21.06556 9.41290 8.25225
H 24.19912 15.41354 10.04872
H 17.33674 20.51950 14.63433
H 21.46768 17.65542 7.22102
H 22.17838 7.16844 11.48633
H 23.97326 13.64340 10.19202
H 23.66018 16.49511 13.45367
H 18.17844 17.34546 7.76999
H 21.31652 18.64420 11.43405
H 17.16696 15.89822 12.07328
H 25.22992 11.11206 13.51828
H 19.98046 15.19424 8.07355
H 20.85171 18.52416 18.10275
H 11.92724 12.40768 13.66031
H 20.63027 15.85982 10.19399
H 17.73509 15.30874 17.69637
H 20.70538 9.45025 14.27558
H 14.25786 13.93318 14.11888
H 25.39548 8.56416 8.54616
H 14.51192 15.52412 14.81612
H 21.86104 14.90162 6.42578
H 27.36544 15.13194 13.43764
H 18.24597 19.14522 17.62881
H 13.00238 14.55542 15.18173
H 19.76176 16.70647 12.24698
H 18.74842 19.80423 10.46220
H 17.17791 18.46112 8.73418
H 14.74930 13.26920 12.17296
H 26.19928 14.61456 11.43651
H 22.65828 14.60770 10.44883
H 15.38992 18.40464 15.79826
H 23.42728 17.91384 15.08934
H 19.92310 15.48258 13.47650
H 19.32178 16.07056 17.23877
H 20.30257 21.50534 10.95764
H 11.04504 15.55528 15.40542
H 19.77050 18.41306 15.96960
H 22.67762 13.55246 15.20533
H 15.94284 16.76298 9.74561
H 17.59776 15.62998 15.60009
H 15.54124 11.26010 11.55556
H 19.39103 11.01862 9.89739
H 26.74042 12.79712 13.57882
H 22.07270 19.55029 16.46903
H 19.51760 10.58108 17.06285
H 14.79108 20.69964 14.47501
H 20.07969 8.95758 8.34613
H 16.07728 10.33163 13.70519
H 20.53160 11.94606 9.07217
H 22.06514 19.97836 9.41355
H 20.51516 16.96906 15.52322
H 21.78062 8.69185 7.85617
H 19.04965 10.11846 14.45767
H 25.97068 9.95370 10.65329
H 18.11438 10.94286 11.94193
H 17.66608 16.83832 13.49340
H 20.24035 10.88874 13.51531
H 22.59132 16.36362 11.98168
H 16.61994 11.82412 14.25863
H 21.33372 14.24650 8.60241
H 17.81786 14.81354 8.15237
H 18.38000 17.35386 9.46515
H 17.58447 14.90324 9.89453
H 10.09883 16.92330 14.81903
H 12.89128 13.90906 10.77878
H 12.64748 17.18474 14.59926
H 24.00166 17.78001 16.82727
H 24.12852 13.38876 16.21122
H 9.12908 13.15102 11.96938
H 23.62004 9.28793 11.78966
H 26.36304 13.58306 15.05266
H 21.04592 10.18976 7.48791
H 20.56846 13.07470 16.61817
H 9.88670 15.99160 12.71878
H 18.22606 12.54504 12.56968
H 20.66856 11.75482 10.84956
H 24.52000 8.03785 11.04794
H 22.36988 15.32932 13.29595
H 11.30936 13.34094 15.04689
H 21.89014 20.04982 12.42622
H 24.83178 11.21368 11.14615
H 15.34400 17.55406 7.65939
H 16.53180 20.75558 16.88475
H 23.88172 14.81318 15.14984
H 19.18024 20.66558 9.04936
H 23.21660 11.09996 7.89811
H 16.32262 14.26152 8.95790
H 15.49410 18.88609 14.11779
H 25.67546 16.13330 11.86320
H 22.89124 12.30126 11.67080
H 11.94592 17.38790 13.05750
H 21.76318 11.26470 15.49998
H 9.94746 14.37548 11.03428
H 20.20482 13.14304 14.80274
H 21.09270 9.36622 11.69383
H 22.96664 15.88420 7.34810
H 23.66562 11.03236 14.23099
H 23.85732 8.05224 8.30979
H 16.82030 17.61732 18.10602
H 10.58554 12.76764 11.22802
H 14.60268 16.92940 12.95454
H 14.83594 15.53816 11.96649
H 19.92200 19.05210 9.29628
H 17.96322 16.94208 19.27734
H 24.25556 9.54126 7.50777
H 14.87790 11.67708 13.86733
H 17.83608 12.32382 10.87369
H 19.46852 14.02518 12.13105
H 20.85092 18.42242 14.66625
H 9.12182 14.91648 13.91762
H 13.56824 16.74785 11.62420
H 17.87394 18.94212 15.07532
H 25.64996 11.24780 9.54715
H 22.99720 16.63274 16.08497
H 10.21166 12.33104 14.12610
H 16.75218 14.16840 13.11692
H 25.05578 11.24800 15.30537
H 20.28424 19.60456 12.50187
H 22.30356 7.39810 9.78827
H 25.92828 15.64906 14.20151
H 19.01528 12.60750 15.84944
H 20.27298 8.49260 10.47209
```

## Properties
Maximum force in eV/Å: 3.8
E_tot in eV: -91035.5132
Structure (SMILES): CC1(C)CCCC(C)(C)N1O.CC1(C)CCCC(C)(C)N1O.CC1(C)CCCC(C)(C)N1O.CC(C)O.CC(C)O.CC(C)O.CC(C)O.CC(C)O.OCCO.OCCO.OCCO.OCCO
Orbital gap in eV: 8.061

Atom charges from the Mulliken analysis, given in e for atoms 1 to 99:
1 O 0.626
2 O -0.620
3 O -0.459
4 O 2.438
5 O -0.001
6 O -0.568
7 O 2.032
8 O -0.622
9 O -0.267
10 O -0.596
11 O -0.514
12 O -0.738
13 O -0.593
14 O -0.626
15 O -0.591
16 O -0.621
17 N 0.207
18 N 1.521
19 N -0.728
20 C -0.853
21 C -0.098
22 C 1.468
23 C -1.108
24 C -1.104
25 C -0.724
26 C 0.789
27 C -0.072
28 C -1.942
29 C -1.757
30 C 0.121
31 C -0.509
32 C 0.095
33 C 0.636
34 C 0.388
35 C 0.813
36 C -1.101
37 C -0.769
38 C 0.051
39 C -1.883
40 C -1.435
41 C 1.641
42 C -0.720
43 C -1.241
44 C -1.319
45 C -0.707
46 C -1.072
47 C 2.501
48 C -1.100
49 C 1.629
50 C -0.979
51 C -0.984
52 C -1.950
53 C 0.163
54 C -1.537
55 C -1.068
56 C -0.869
57 C 1.869
58 C 1.639
59 C 1.043
60 C -1.095
61 C 0.935
62 C -0.919
63 C -2.142
64 C -1.534
65 C -1.131
66 C -0.251
67 C -0.813
68 C -1.353
69 C -1.895
70 H 0.623
71 H 0.421
72 H 0.316
73 H 0.465
74 H 0.039
75 H 0.181
76 H 0.260
77 H -0.122
78 H -0.543
79 H 0.457
80 H -0.447
81 H 0.421
82 H 0.276
83 H -0.200
84 H 0.503
85 H 0.428
86 H -0.170
87 H 0.450
88 H 0.226
89 H 0.337
90 H 0.482
91 H 0.392
92 H 0.425
93 H -0.141
94 H 0.275
95 H 0.529
96 H 0.049
97 H 0.431
98 H 0.078
99 H 0.143